No. 1
Below is a single C4H5ClN2O molecule, with properties calculated with ωB97M-V/def2-TZVPD.

```
13
C4H5ClN2O | the OMol25 dataset | ωB97M-V/def2-TZVPD
Cl 3.038 -0.226 -0.454
C 1.646 0.201 0.520
C 0.397 0.622 -0.233
N -0.864 1.273 -0.014
N -1.817 0.291 -0.414
C -1.519 -0.951 -0.422
O -0.356 -1.605 -0.029
C 0.363 -0.587 0.619
H 1.945 0.650 1.464
H 0.550 0.318 -1.272
H -1.042 2.075 -0.614
H -2.272 -1.661 -0.754
H -0.067 -0.400 1.604
```

## Properties
Energy above the lowest of the compared OMol25 structures with the same formula, charge and spin, kcal/mol: 98.3
HOMO level, eV: -9.1922
Spin multiplicity: 1
Energy, a.u.: -800.2230
HOMO-LUMO gap, hartree: 0.37038
E_LUMO, eV: 0.886
SMILES string: Cl[C@H]1[C@@H]2NN=CO[C@@H]12

---

No. 2
Below is a molecular structure, C8H20F8O8Zr, with properties calculated with ωB97M-V/def2-TZVPD.

```
45
C8H20F8O8Zr | the OMol25 dataset | ωB97M-V/def2-TZVPD
Zr -0.333 1.972 -1.887
C -1.672 -1.378 -0.986
O -1.829 -1.012 0.377
O -1.401 -0.128 -1.646
C -0.757 -2.731 -1.121
F 0.251 -2.835 -0.245
F -1.317 -3.898 -1.010
F -0.133 -2.694 -2.210
C -2.728 -1.687 1.242
C -2.179 -1.437 2.666
H -1.278 -2.005 2.900
H -2.151 -0.429 3.080
H -2.809 -1.797 3.479
H -2.700 -2.754 1.025
H -3.749 -1.307 1.216
H -2.677 -1.654 -1.303
C 2.217 0.091 0.008
O 1.692 0.064 1.322
O 1.546 1.104 -0.685
C 3.824 0.077 0.074
F 4.258 0.534 1.304
F 4.292 -1.075 -0.217
F 4.358 0.937 -0.792
C 1.455 -1.069 2.147
C 1.078 -0.530 3.588
H 1.750 0.170 4.083
H 0.093 -0.066 3.528
H 0.907 -1.441 4.161
H 2.435 -1.540 2.218
H 0.741 -1.808 1.782
H 1.995 -0.865 -0.466
F -0.076 3.961 -1.045
F -1.027 2.600 -3.871
O -0.907 1.798 0.482
H -1.300 1.040 0.915
H -0.987 2.507 1.120
O -2.465 2.613 -1.656
H -3.099 2.804 -2.347
H -2.904 2.876 -0.847
O 0.569 0.631 -3.353
H 1.307 0.056 -3.152
H 0.616 0.760 -4.300
O 1.471 3.008 -2.928
H 1.905 2.607 -3.681
H 1.719 3.931 -2.971
```

## Properties
Total charge: +1
HOMO level (alpha / beta), eV: -12.7739 / -12.6733
Spin multiplicity: 2
Energy, a.u.: -1764.5459
HOMO-LUMO gap (alpha / beta), hartree: 0.35024 / 0.18611
E_LUMO (alpha / beta), eV: -3.243 / -7.609
⟨S²⟩: 0.757

---

No. 3
Below is a molecular structure, C25H24F3Zr, with properties calculated with ωB97M-V/def2-TZVPD.

```
53
C25H24F3Zr | the OMol25 dataset | ωB97M-V/def2-TZVPD
C -0.790 -0.493 1.149
Zr 1.255 2.257 -0.946
C -0.282 2.181 -2.583
C 3.304 0.962 -0.200
C 2.494 -0.045 -0.808
C 2.269 0.321 -2.176
C 2.957 1.565 -2.430
C 3.594 1.965 -1.200
C 1.031 3.265 1.469
C -0.189 3.564 0.790
C 0.123 4.348 -0.375
C 1.554 4.528 -0.425
C 2.111 3.851 0.727
H 0.115 -0.253 1.717
H -1.371 0.436 1.103
H -0.444 -0.646 0.119
H -0.017 2.900 -3.388
H -0.376 1.183 -3.051
H -1.294 2.449 -2.224
H 3.710 0.904 0.813
H 2.203 -0.991 -0.343
H 1.742 -0.303 -2.901
H 2.982 2.103 -3.380
H 4.276 2.805 -1.073
H 1.104 2.761 2.436
H -1.187 3.341 1.173
H -0.611 4.785 -1.054
H 2.112 5.101 -1.167
H 3.146 3.899 1.070
F -3.486 -2.211 -3.013
C -3.590 -1.784 -1.702
C -4.747 -1.111 -1.295
C -4.817 -0.735 0.051
F -5.963 -0.101 0.493
C -3.823 -1.062 0.966
C -2.682 -1.766 0.527
C -1.501 -1.714 1.508
C -0.410 -2.788 1.587
C 0.187 -2.943 2.845
C 1.370 -3.659 3.000
C 1.978 -4.245 1.877
C 1.407 -4.029 0.627
F 1.974 -4.642 -0.469
C 0.197 -3.344 0.456
C -2.581 -2.164 -0.809
H -5.563 -0.924 -1.997
H -3.924 -0.757 2.010
H -1.944 -1.623 2.500
H -0.294 -2.472 3.707
H 1.755 -3.842 4.004
H 2.868 -4.861 1.979
H -0.212 -3.235 -0.539
H -1.719 -2.729 -1.156
```

## Properties
Total charge: -1
Energy above the lowest of the compared OMol25 structures with the same formula, charge and spin, kcal/mol: 49.9
HOMO level, eV: -0.6408
Spin multiplicity: 1
Energy, a.u.: -1313.6216
HOMO-LUMO gap, hartree: 0.12216
E_LUMO, eV: 2.683

---

No. 4
Below is a molecular structure, C2AuF6NO3S2, with properties calculated with ωB97M-V/def2-TZVPD.

```
15
C2AuF6NO3S2 | the OMol25 dataset | ωB97M-V/def2-TZVPD
N 0.392 0.092 1.493
S 1.594 0.933 0.692
O 0.338 2.661 -2.525
C 2.330 -0.326 -0.429
F 1.790 -1.535 -0.325
F 3.632 -0.440 -0.212
F 2.132 0.120 -1.666
S -1.120 0.322 1.083
O -1.352 1.397 0.052
O -1.949 0.438 2.275
C -1.812 -1.201 0.251
F -2.207 -0.887 -0.973
F -0.896 -2.148 0.202
F -2.853 -1.633 0.940
Au -0.017 2.208 -0.857
```

## Properties
Total charge: +1
Energy above the lowest of the compared OMol25 structures with the same formula, charge and spin, kcal/mol: 0.0
HOMO level (alpha / beta), eV: -15.6467 / -15.5547
Spin multiplicity: 4
Energy, a.u.: -1887.3446
HOMO-LUMO gap (alpha / beta), hartree: 0.39948 / 0.22046
E_LUMO (alpha / beta), eV: -4.776 / -9.556
⟨S²⟩: 3.773

---

No. 5
Below is a molecular structure, C35H43ClIrN2Si2, with properties calculated with ωB97M-V/def2-TZVPD.

```
84
C35H43ClIrN2Si2 | the OMol25 dataset | ωB97M-V/def2-TZVPD
C -1.992 -0.565 5.119
C -2.694 -0.101 3.978
C -2.586 -1.083 2.969
H -3.214 0.839 3.896
C -1.817 -2.154 3.478
C -1.452 -1.833 4.807
H -0.861 -2.446 5.467
H -1.890 -0.045 6.057
H -3.006 -1.037 1.979
H -1.543 -3.040 2.931
Ir -0.492 -0.304 3.419
Si -0.023 -0.198 0.950
C -0.822 1.268 0.039
C -0.176 1.934 -1.006
H 0.793 1.583 -1.339
C -0.746 3.039 -1.625
H -0.220 3.540 -2.429
C -1.992 3.498 -1.221
H -2.440 4.357 -1.704
C -2.660 2.844 -0.195
H -3.635 3.192 0.125
C -2.075 1.750 0.428
H -2.596 1.270 1.247
C -0.684 -1.753 0.074
C -1.793 -1.717 -0.775
H -2.243 -0.764 -1.024
C -2.327 -2.877 -1.321
H -3.187 -2.816 -1.978
C -1.758 -4.110 -1.037
H -2.173 -5.015 -1.462
C -0.653 -4.171 -0.197
H -0.197 -5.127 0.029
C -0.133 -3.009 0.351
H 0.719 -3.082 1.016
H 1.413 -0.106 0.472
Si 2.434 0.231 -5.147
C 1.631 -1.436 -5.362
C 0.612 -1.590 -6.306
H 0.255 -0.731 -6.861
C 0.033 -2.830 -6.532
H -0.759 -2.930 -7.262
C 0.465 -3.938 -5.817
H 0.012 -4.905 -5.990
C 1.476 -3.802 -4.876
H 1.812 -4.663 -4.313
C 2.055 -2.562 -4.652
H 2.833 -2.467 -3.906
C 1.237 1.605 -5.507
C -0.024 1.631 -4.905
H -0.307 0.847 -4.213
C -0.921 2.650 -5.183
H -1.893 2.659 -4.707
C -0.572 3.660 -6.071
H -1.273 4.455 -6.288
C 0.674 3.647 -6.679
H 0.948 4.433 -7.371
C 1.572 2.627 -6.397
H 2.545 2.630 -6.875
H 3.627 0.400 -6.009
Cl 3.133 0.369 -3.182
C 1.911 -1.258 4.845
N 0.819 -0.354 5.280
C 0.514 -0.889 6.677
C 1.290 1.023 5.626
C 0.712 2.014 4.692
N 0.792 1.489 3.345
C 0.296 2.578 2.481
C 2.244 1.281 2.970
H 1.588 -2.321 4.907
H 2.836 -1.139 5.454
H 2.116 -1.149 3.769
H 1.387 -0.710 7.353
H -0.295 -0.373 7.221
H 0.462 -1.984 6.816
H 0.948 1.415 6.621
H 2.395 1.081 5.710
H -0.369 2.140 4.937
H 1.233 2.992 4.837
H 0.755 3.559 2.746
H 0.676 2.471 1.455
H -0.800 2.671 2.548
H 2.767 2.247 2.796
H 2.893 0.802 3.720
H 2.381 0.666 2.083
```

## Properties
Total charge: +2
Energy above the lowest of the compared OMol25 structures with the same formula, charge and spin, kcal/mol: 0.0
HOMO level (alpha / beta), eV: -10.1852 / -13.1624
Spin multiplicity: 6
Energy, a.u.: -2611.7313
HOMO-LUMO gap (alpha / beta), hartree: 0.16537 / 0.11435
E_LUMO (alpha / beta), eV: -5.685 / -10.051
⟨S²⟩: 8.778

---

No. 6
Below is a single C9H9ClN2O2 molecule, with properties calculated with ωB97M-V/def2-TZVPD.

```
23
C9H9ClN2O2 | the OMol25 dataset | ωB97M-V/def2-TZVPD
C 1.839 -2.632 -0.035
C 1.247 -1.302 0.179
C 1.315 -0.230 -0.620
C 2.165 -0.126 -1.771
N 2.859 -0.022 -2.682
C 0.647 1.023 -0.321
C -0.648 0.776 0.488
C -1.349 2.042 0.871
N -1.469 0.000 -0.541
C -2.693 0.212 -0.624
Cl -3.481 -0.648 -1.879
C -0.379 -0.215 1.576
O -0.912 -0.115 2.623
O 0.586 -1.153 1.343
H 2.863 -2.792 0.451
H 2.127 -2.790 -1.121
H 1.184 -3.303 0.443
H 1.354 1.692 0.360
H 0.429 1.449 -1.361
H -0.628 2.855 1.310
H -2.033 1.716 1.604
H -1.855 2.422 0.032
H -3.171 1.139 -0.323
```

## Properties
Energy above the lowest of the compared OMol25 structures with the same formula, charge and spin, kcal/mol: 49.7
HOMO level, eV: -9.3867
Spin multiplicity: 1
Energy, a.u.: -1068.4691
HOMO-LUMO gap, hartree: 0.35602
E_LUMO, eV: 0.301
SMILES string: CC1=C(C#N)C[C@@](C)(/N=C/Cl)C(=O)O1

---

No. 7
Below is 2 unconnected molecules or ions with the total composition C3H5NO2, with properties calculated with ωB97M-V/def2-TZVPD.

```
11
C3H5NO2 | the OMol25 dataset | ωB97M-V/def2-TZVPD
N -0.698 2.930 1.666
C -0.425 1.888 1.257
C -0.088 0.575 0.718
C -0.846 0.047 -0.421
O 0.455 0.593 -0.600
H 0.379 -0.123 1.414
H -1.657 0.634 -0.840
H -0.903 -1.034 -0.517
O 1.283 -2.047 -0.555
H 1.111 -2.374 -1.447
H 1.389 -1.090 -0.675
```

## Properties
Energy above the lowest of the compared OMol25 structures with the same formula, charge and spin, kcal/mol: 56.5
HOMO level, eV: -11.5850
Spin multiplicity: 1
Energy, a.u.: -322.4843
HOMO-LUMO gap, hartree: 0.45156
E_LUMO, eV: 0.703
SMILES string: N#C[C@H]1CO1.O

---

No. 8
Below is a molecular structure, C4H6O2, with properties calculated with ωB97M-V/def2-TZVPD.

```
12
C4H6O2 | the OMol25 dataset | ωB97M-V/def2-TZVPD
O 1.802 -0.754 0.927
C 0.790 -0.260 0.488
C 0.580 0.223 -0.907
C -0.912 0.062 -0.994
O -1.144 -0.749 0.163
C -0.146 -0.021 1.527
H 1.132 -0.463 -1.541
H 0.970 1.226 -1.054
H -1.447 1.012 -0.926
H -1.253 -0.444 -1.907
H -0.279 -0.814 2.251
H -0.097 0.983 1.978
```

## Properties
Energy above the lowest of the compared OMol25 structures with the same formula, charge and spin, kcal/mol: 85.8
HOMO level, eV: -9.3074
Spin multiplicity: 1
Energy, a.u.: -306.3695
HOMO-LUMO gap, hartree: 0.35440
E_LUMO, eV: 0.336

---

spin multiplicity of number 4 (C2AuF6NO3S2)? 4